Molecular formula: C45H84FI2N3O10
Method: DFT, ωB97M-V with the def2-TZVPD basis set

Each line ends with the Löwdin charge.
Cartesian coordinates (Å):
C 4.326115 -3.209269 -0.772617  -0.11
C 5.396236 -2.075936 -0.960250  -0.24
C 5.879118 -1.923099 -2.427541  -0.23
C 5.025192 -0.914846 -3.244174  -0.21
C 3.596657 -1.477408 -3.444783  -0.20
C 2.861806 -0.818019 -4.636718  -0.20
C 1.379387 -0.489529 -4.341064  -0.22
C 0.909389 0.539734 -5.387528  -0.20
C -0.632771 0.636840 -5.609568  -0.11
C -1.504635 0.431124 -4.377281  -0.11
C -2.605251 -0.384695 -4.465644  -0.15
C -3.019919 -1.096503 -5.744969  -0.12
C -2.580162 -2.566034 -5.903845  -0.78
O -3.097402 -3.230578 -6.758685  -0.02
I -1.058709 -3.506488 -4.703750  0.93
C -3.463570 -0.571210 -3.323006  -0.10
C -4.687749 -1.470214 -3.383399  -0.07
C -6.053742 -0.699221 -3.363787  -0.41
C -7.128693 -1.369214 -4.248119  -0.04
O -5.921449 0.684755 -3.616325  -0.02
C -3.170233 0.081478 -2.164845  -0.16
N -4.024070 -0.047631 -1.026395  0.02
C -3.860414 -1.304671 -0.265570  -0.21
C -3.381644 -1.044803 1.181068  -0.18
C -1.812365 -1.031436 1.190674  -0.24
C -1.216022 -2.353367 1.759164  -0.09
C -2.045427 0.939693 -2.044146  -0.12
N -1.856868 1.576307 -0.846084  0.22
C -0.817974 2.361951 -0.872870  -0.29
C -0.516437 3.151377 0.404963  -0.20
C -1.765331 3.212539 1.322584  -0.16
C -1.548924 4.353293 2.343942  -0.22
F -2.192420 5.533306 1.990436  -0.06
C 0.050198 2.527576 -2.009290  -0.66
I 1.743749 3.808128 -1.878277  0.88
N -0.147527 1.928175 -3.126417  0.10
C -1.233257 1.092572 -3.158702  -0.15
H 4.590024 -3.932348 -0.000124  0.06
H 3.367686 -2.727086 -0.541405  0.06
H 4.169384 -3.682852 -1.747000  0.05
H 4.932765 -1.116752 -0.692003  0.10
H 6.214745 -2.289399 -0.265787  0.09
H 5.858622 -2.891274 -2.947600  0.10
H 6.929934 -1.603328 -2.387505  0.10
H 5.544839 -0.809949 -4.206371  0.11
H 5.023596 0.034904 -2.695154  0.11
H 3.065312 -1.388983 -2.491921  0.10
H 3.748597 -2.534346 -3.705039  0.10
H 3.369180 0.139542 -4.837794  0.11
H 2.981277 -1.423805 -5.543490  0.11
H 1.398150 0.027715 -3.372179  0.10
H 0.766113 -1.386798 -4.298706  0.01
H 1.336679 0.219030 -6.352774  0.11
H 1.359892 1.515277 -5.185679  0.10
H -0.828704 1.666030 -5.956940  0.13
H -0.889853 -0.013728 -6.443027  0.09
H -2.695807 -0.575903 -6.650234  0.12
H -4.112286 -1.089686 -5.790935  0.12
H -4.708208 -2.162935 -2.535476  0.11
H -4.682162 -2.105370 -4.274619  0.09
H -6.439780 -0.768258 -2.338225  0.13
H -8.093466 -1.247260 -3.738341  0.08
H -6.980817 -2.452849 -4.323640  0.08
H -7.224803 -0.891052 -5.228840  0.08
H -5.621198 0.835212 -4.520003  0.10
H -4.985112 0.145776 -1.259371  0.10
H -3.201111 -1.980427 -0.825853  0.12
H -4.852442 -1.789088 -0.226393  0.11
H -3.772798 -0.081262 1.521087  0.10
H -3.774097 -1.855495 1.807207  0.09
H -1.466951 -0.129823 1.705986  0.08
H -1.497543 -0.946836 0.144412  0.08
H -0.559712 -2.096425 2.595518  0.06
H -0.682668 -2.872165 0.955015  0.07
H -1.989549 -3.052439 2.095302  0.06
H 0.307600 2.663186 0.937104  0.12
H -0.298469 4.190286 0.137648  0.07
H -2.673588 3.441982 0.759691  0.12
H -1.858684 2.292362 1.906939  0.10
H -0.470241 4.568494 2.367660  0.11
H -1.840005 4.053794 3.357756  0.11
C 0.056946 -3.696337 5.667534  -0.11
O 1.154021 -3.364624 4.834838  -0.20
C 1.831925 -2.192657 5.269640  -0.20
C 3.089962 -2.520844 6.045720  -0.20
O 2.791627 -3.179192 7.271480  -0.20
C 2.967821 -4.583720 7.201932  -0.11
H -0.233201 -4.724554 5.453422  0.09
H 0.308275 -3.619745 6.727612  0.08
H -0.790535 -3.038376 5.444645  0.09
H 1.165180 -1.558536 5.862361  0.12
H 2.113741 -1.636627 4.369958  0.13
H 3.596062 -1.584943 6.300695  0.11
H 3.777376 -3.120815 5.441534  0.13
H 4.033813 -4.831382 7.249188  0.09
H 2.538937 -5.003501 6.289425  0.08
H 2.466739 -5.028541 8.060992  0.09
C -1.435327 7.764974 8.294750  -0.11
O -2.079308 7.990935 7.052480  -0.19
C -1.292532 7.590311 5.939420  -0.20
C -1.718382 6.236352 5.409071  -0.21
O -1.472100 5.201156 6.353467  -0.20
C -2.634056 4.821201 7.071453  -0.11
H -2.188995 7.827823 9.078981  0.09
H -0.966827 6.779459 8.339565  0.08
H -0.678845 8.536982 8.471712  0.09
H -0.228989 7.589275 6.197538  0.13
H -1.447482 8.336364 5.154162  0.13
H -1.122178 6.005639 4.522621  0.11
H -2.771296 6.246720 5.112112  0.13
H -3.274306 4.191038 6.444319  0.09
H -3.203409 5.688061 7.413162  0.08
H -2.318768 4.244782 7.940450  0.09
C 5.211772 2.196078 9.382331  -0.11
O 4.219701 3.091763 8.909554  -0.19
C 4.162538 3.157425 7.492233  -0.20
C 3.033548 2.312718 6.936335  -0.20
O 3.244641 0.927709 7.175896  -0.21
C 2.501203 0.447929 8.287745  -0.10
H 5.005927 1.992549 10.432549  0.09
H 5.203300 1.250623 8.835886  0.08
H 6.202453 2.655975 9.300970  0.09
H 5.120343 2.863237 7.052058  0.13
H 3.978242 4.203415 7.228143  0.12
H 2.999037 2.447795 5.850581  0.12
H 2.070871 2.633716 7.345260  0.13
H 1.451923 0.315735 8.001550  0.09
H 2.561346 1.125445 9.141799  0.09
H 2.908436 -0.519961 8.578940  0.09
C 0.749468 -1.858261 -9.805322  -0.11
O 0.478505 -2.971570 -8.972438  -0.19
C -0.871763 -3.414057 -9.057856  -0.21
C -1.008342 -4.620318 -9.963492  -0.19
O -0.697296 -4.304753 -11.314255  -0.19
C 0.613510 -4.695881 -11.684783  -0.11
H 1.831066 -1.763840 -9.897937  0.09
H 0.323373 -1.980234 -10.803487  0.08
H 0.354861 -0.942412 -9.349697  0.08
H -1.525178 -2.600555 -9.390016  0.13
H -1.178018 -3.699353 -8.049474  0.08
H -2.050405 -4.953265 -9.945388  0.13
H -0.385191 -5.445466 -9.605635  0.13
H 0.648342 -5.777039 -11.857473  0.09
H 1.349674 -4.427202 -10.923968  0.08
H 0.867004 -4.184970 -12.612929  0.09

Forces on the atoms, in the same order (eV/Å):
-0.0783 1.1263 -0.6042
-0.6266 -0.6429 -0.2744
0.1242 0.3163 0.5261
0.4244 -1.1456 0.4459
0.8825 0.1271 -0.8518
-0.1082 0.3661 0.8093
1.1374 0.9772 -0.3719
-0.2857 -0.8080 -0.6002
0.8559 1.1672 0.5901
-0.0292 -0.6965 -1.1966
-0.7708 -0.3912 0.2930
0.4756 0.3367 0.7571
-1.2454 -0.2944 -1.4385
0.5181 0.4138 0.9172
-0.2516 0.2783 0.0483
0.3312 -0.3352 -0.7485
-0.3036 0.1399 -0.2699
-0.0229 -0.6589 0.0620
-0.3007 0.1614 0.6795
-0.1647 0.1069 0.0520
-0.6984 0.1461 0.8931
0.5515 -0.2808 -0.0439
-1.2328 0.5273 0.3757
0.9129 -0.2828 -0.9063
-0.9669 -0.5241 0.0465
-0.0783 0.6817 -0.3112
-1.2486 -0.8876 0.2553
1.0967 0.2830 -1.5326
0.6935 1.0339 1.7853
-1.6414 -0.3938 -0.4582
0.7680 0.8312 0.6714
0.7394 -0.7331 0.0235
-0.1028 -0.1741 -0.0430
-0.1074 -0.0457 -0.0421
-0.2568 -0.3014 -0.1410
-0.1436 0.1732 0.3513
0.7026 0.4137 -0.5795
-0.0759 0.0468 -0.1606
0.0952 -0.4004 0.2490
0.0801 -0.3611 0.3686
0.2942 -0.1568 0.2584
0.0584 0.2920 -0.2604
0.0766 0.1058 0.1638
-0.2093 0.0708 -0.2470
-0.3383 0.3027 0.0665
-0.0945 0.0434 -0.3686
-0.2138 -0.1243 -0.2774
-0.3431 0.0526 0.4052
-0.1690 -0.1459 -0.0564
-0.1299 0.0539 0.1459
-0.3308 -0.4253 0.0027
-0.0315 0.1360 0.0405
-0.1523 0.1116 0.1302
-0.2141 -0.1772 0.1824
-0.0070 -0.2541 -0.0528
-0.1187 -0.1278 0.3418
0.1008 -0.1928 0.1580
0.2111 -0.2867 -0.2272
0.1694 0.1383 -0.1146
0.1370 0.0888 0.2208
0.1399 0.2459 -0.1567
0.0898 0.0917 -0.3026
0.1574 0.2420 -0.2176
0.2580 -0.2535 0.0416
0.0023 -0.0980 0.0362
0.0566 -0.0363 -0.0616
0.0557 0.0261 0.3185
0.2540 -0.0021 0.0061
-0.1296 -0.2318 -0.1112
0.1729 0.2606 0.1378
0.1727 -0.3115 0.0563
0.0789 0.2537 0.2473
0.1109 -0.5271 -0.1571
0.2622 0.0552 0.4138
0.0821 0.2596 0.1239
0.1099 0.3985 -0.1124
0.4396 -0.2648 0.0421
0.0709 -0.3713 0.0645
-0.3228 -0.0098 -0.4064
-0.2151 0.1725 0.1910
-0.2821 0.2636 -0.2062
-0.0862 -0.0221 -0.1334
-0.0054 0.0117 0.2756
0.1560 -0.1380 -0.3920
-0.0376 0.2819 0.3349
-0.0547 -0.1380 -0.1453
0.0584 0.0388 0.0893
0.0249 0.0247 -0.0828
0.0266 0.0337 -0.0069
-0.0498 -0.0147 0.0998
0.0380 -0.0157 0.0614
0.0091 0.0521 0.0355
-0.0143 0.0221 -0.0655
-0.0787 -0.0499 -0.0410
-0.0113 -0.0763 -0.0466
0.0027 0.0224 -0.0133
0.0230 0.0591 0.0304
-0.0503 0.1143 0.0148
0.1271 -0.1949 0.0657
-0.3620 0.1823 -0.0858
0.3793 -0.1236 0.0406
-0.1521 0.0908 0.0670
0.0419 -0.0937 -0.0416
-0.0219 0.0540 -0.0459
0.0123 0.0018 -0.0328
0.0548 -0.0582 0.0500
-0.0016 -0.0756 0.0156
0.0403 -0.0232 -0.0265
-0.0272 0.0746 -0.0325
-0.0069 0.0564 0.0282
-0.0777 0.0277 0.0430
0.0083 0.0132 -0.0216
0.0511 -0.0206 -0.0452
0.0151 0.0946 0.0753
0.0524 -0.2093 -0.0844
-0.2357 0.2400 0.1964
0.2340 -0.1717 -0.2938
-0.0627 0.0843 0.2437
-0.0218 -0.1307 -0.0846
-0.0186 0.0711 -0.0052
-0.0094 0.0150 -0.0297
0.0419 -0.0797 -0.0136
-0.0237 -0.0698 -0.0119
0.0100 -0.0123 -0.0469
-0.0202 0.0469 0.0061
0.0332 0.0260 0.0558
-0.0344 0.0082 0.0999
0.0092 0.0383 -0.0341
0.0007 -0.0202 -0.1063
0.0614 -0.0010 0.1141
-0.0700 0.0806 -0.2107
0.3008 -0.2151 0.2781
-0.3180 0.1702 -0.2248
0.2010 0.0266 0.1076
-0.0743 -0.0475 -0.0706
-0.0060 -0.0100 0.0721
-0.0336 -0.0083 0.0123
-0.0138 0.0485 -0.0862
-0.0007 -0.0290 -0.0727
-0.0023 -0.0416 -0.0784
0.0101 -0.0176 0.0524
0.0500 0.0503 0.0359
0.0874 -0.0053 0.0204
-0.0164 -0.0033 0.0181
-0.0702 -0.0106 -0.0127

**SMILES string**: CCCCCCCCCc1c(CC(=O)I)c(C[C@H](C)O)c(NCCCC)c2nc(CCCF)c(I)nc12.COCCOC.COCCOC.COCCOC.COCCOC
**Total charge**: 0
**DFT total energy**: -3376.7375 Ha
**Kohn-Sham gap**: 8.317 eV
**Lowest unoccupied orbital energy**: -0.4 eV